An isolated molecule of C7H7N3S, computed with the ωB97M-V functional and the def2-TZVPD basis.

The geometry in XYZ format:
```
18
Properties=species:S:1:pos:R:3:forces:R:3
N 1.132455 -2.490218 -0.808002 0.8 -0.1 -2.2
C 0.056471 2.774889 -1.135602 1.8 0.3 0.1
C -0.630337 0.756326 -2.412571 -1.6 2.3 0.8
H -1.533406 -0.881039 -1.215905 0.7 0.7 -0.2
N 1.004523 -2.362419 0.277968 -1.7 -0.8 3.5
C -0.178908 2.123443 -2.358868 -0.1 -1.7 2.0
C -0.491910 0.605142 0.010471 0.8 2.9 -0.4
C -0.934272 0.054166 -1.228175 0.8 0.5 1.3
C 0.780910 -0.974509 1.958861 0.1 -0.4 2.0
H 0.993907 -0.979552 3.083393 -0.6 -0.1 -1.5
N 0.663645 -2.389201 1.518568 1.4 1.0 -1.9
H -1.271106 0.553803 -3.265701 0.8 -0.7 -0.5
C 0.051337 2.011728 0.051363 -2.4 -3.0 -2.2
S -0.747949 -0.034578 1.690065 0.1 -0.1 -0.8
H 1.633392 -0.477611 1.503956 0.0 0.2 -0.2
H 0.153958 2.335853 1.046043 0.6 0.9 0.8
H 0.448569 3.868750 -1.221779 -0.9 -2.1 0.6
H 0.017777 2.718815 -3.203665 -0.2 0.2 -1.3
```
Forces are in eV/Å.

Values from the calculation:
E_LUMO = 0.4 eV
frontier orbital gap = 0.34385 Eh
net charge = 0
ΔE to the lowest compared entry with this formula, charge and spin = 413.5 kJ/mol
highest occupied orbital energy = -8.93 eV
max |F| = 0.0859 Eh/bohr